Entry 1:
99
Properties=species:S:1:pos:R:3:forces:R:3:mulliken_charge:R:1 method="wB97M-V/def2-TZVPD" multiplicity=1 total_charge=+1 homo_energy_ev=-11.73 orbital_gap_ev=9.50 e_lumo_ev=-2.2
C -3.2079 0.3426 0.6224 -0.171 0.091 -0.845 -0.59
C -4.7895 0.6242 0.5889 0.178 -0.824 0.383 -0.49
C -5.3264 1.4598 1.8386 0.918 0.183 0.195 -0.80
C -5.0036 3.0289 1.7837 -0.724 0.003 -0.347 -0.42
C -5.4815 3.7528 0.4224 0.032 0.559 0.705 -0.73
C -4.2748 4.6243 -0.1994 -1.354 -0.103 -0.390 -0.96
C -3.0986 3.7344 -0.8160 -0.263 0.029 -0.140 -0.33
C -1.6975 3.8748 -0.0591 -0.404 0.092 -0.050 -0.87
C -0.4549 3.3602 -0.9532 -0.568 0.876 0.645 -0.23
C 0.8412 2.9992 -0.0847 0.102 0.335 -0.635 -1.04
C 1.4521 1.5393 -0.4132 0.000 0.584 -0.256 -0.42
C 1.2350 0.4993 0.7899 0.229 0.656 0.642 -0.01
C 2.6346 -0.0396 1.4219 -2.025 2.917 -0.135 -1.04
N 2.9566 -1.5000 0.9543 -0.212 2.302 2.293 0.73
C 2.1017 -2.3113 1.8683 -1.350 -2.492 2.800 -0.92
C 2.0697 -3.8973 1.7841 0.546 -1.719 0.345 -0.87
N 0.7062 -4.4619 1.4516 1.068 0.559 0.781 -0.45
O 2.6569 -1.3747 -0.3618 0.722 -0.165 -1.906 -0.24
C 2.2069 -2.4731 -1.1454 -2.577 -3.065 -1.859 -1.05
C 0.5822 -2.6043 -1.1800 1.069 0.913 -0.729 0.07
C 0.0770 -1.5095 -2.2634 -0.056 -0.569 0.532 -0.80
C 4.4426 -1.6033 1.1732 3.458 -1.296 2.821 0.86
F 4.8836 -0.8085 2.2719 -1.713 -1.339 -2.421 -0.32
F 4.8750 -2.8888 1.6037 -1.596 2.252 -1.445 -0.30
C 5.3834 -1.2198 -0.0373 2.605 2.334 -0.340 0.49
F 6.6823 -1.1027 0.5323 -2.924 -0.627 -0.776 -0.30
F 5.1636 0.0695 -0.5898 -0.265 -2.689 1.521 -0.22
C 5.5395 -2.2089 -1.2650 1.882 -0.186 -3.266 0.71
F 5.1232 -3.5112 -1.1213 0.313 2.652 0.037 -0.21
F 4.9295 -1.5982 -2.3867 0.798 -1.825 2.539 -0.22
F 6.9084 -2.2591 -1.6063 -3.097 -0.011 0.952 -0.25
H -2.9140 -0.4543 1.3874 -0.457 1.201 -0.911 0.43
H -2.5945 1.2971 0.7607 -0.876 -1.295 0.053 -0.03
H -2.9316 -0.0476 -0.4252 -0.252 0.404 1.545 0.14
H -5.2929 -0.4099 0.5993 0.625 1.506 -0.032 0.43
H -5.0398 1.0813 -0.4194 0.184 -0.361 1.356 0.27
H -6.4453 1.3100 2.0170 1.514 0.169 -0.445 0.32
H -4.7739 1.0502 2.7605 -0.950 0.443 -1.183 0.29
H -5.5709 3.5066 2.6599 0.951 -0.626 -1.190 0.37
H -3.9037 3.2808 1.9203 -1.242 -0.662 -0.051 0.19
H -6.3439 4.4490 0.7276 1.260 -0.852 -0.687 0.35
H -5.9259 3.0285 -0.3418 0.802 0.897 1.008 0.34
H -4.7454 5.2521 -1.0387 0.811 -0.776 1.183 0.32
H -3.9464 5.3567 0.6041 -0.089 -0.937 -0.978 0.37
H -3.4688 2.6496 -0.8191 0.720 1.384 0.030 0.08
H -3.0022 4.0245 -1.9194 0.176 -0.340 1.541 0.48
H -1.7676 3.3109 0.9352 0.202 0.536 -1.278 0.51
H -1.5853 4.9791 0.2135 0.083 -1.652 -0.425 0.42
H -0.8304 2.4831 -1.5724 0.662 0.972 0.680 0.42
H -0.1859 4.2490 -1.6223 -0.554 -1.589 0.645 -0.17
H 0.5897 3.1479 1.0136 0.399 -0.446 -1.207 0.51
H 1.6458 3.7831 -0.3297 -1.127 -1.180 0.421 0.29
H 2.5638 1.7013 -0.6600 -1.501 -0.565 0.547 0.33
H 0.9781 1.1875 -1.3922 0.609 0.279 1.464 0.12
H 0.4959 -0.3299 0.5717 0.969 0.953 0.065 -0.20
H 0.7618 1.1168 1.6383 0.719 -1.057 -1.111 0.60
H 2.5411 0.0473 2.5407 0.569 -0.671 -1.294 0.39
H 3.3852 0.7128 1.0350 -0.418 -1.460 0.469 0.44
H 0.9979 -1.9953 1.9024 1.863 0.113 -0.755 0.43
H 2.4726 -2.0868 2.9347 -0.183 -0.055 -1.836 0.62
H 2.8531 -4.3631 1.0849 -1.175 0.992 0.884 0.40
H 2.3204 -4.3467 2.8149 0.176 1.200 -1.336 0.37
H 0.1585 -4.3686 2.3282 0.133 -0.280 -0.884 0.30
H 0.8529 -5.4788 1.3684 -0.321 0.576 0.010 0.12
H 2.4806 -2.2729 -2.2425 0.066 0.146 1.941 0.67
H 2.6068 -3.5118 -0.9266 0.102 1.602 0.370 0.16
H 0.3408 -3.6701 -1.5221 0.316 1.583 0.604 0.47
H 0.1151 -2.4366 -0.1610 0.638 -0.387 -1.304 0.09
H 0.9195 -0.8416 -2.6333 -0.976 -0.866 0.546 0.25
H -0.6966 -0.8360 -1.7777 0.688 -0.893 -0.950 -0.05
H -0.3125 -2.0919 -3.1555 0.144 1.078 1.055 0.38
O -1.4353 -6.4707 2.6054 0.558 -0.454 -0.048 -0.56
C -1.2086 -7.6296 2.3402 -0.450 0.343 -0.190 0.86
O 0.0337 -8.1202 2.4931 0.298 0.355 0.368 -0.40
C 0.3719 -9.5132 2.3865 0.055 -0.271 -0.248 -0.40
C 0.6141 -9.9060 0.9436 -0.116 0.096 -0.164 -0.97
C -2.2776 -8.5077 1.7543 -0.326 -0.427 0.440 -1.06
H -0.3818 -10.1368 2.8720 -0.043 0.114 -0.083 0.37
H 1.2947 -9.6462 2.9547 -0.131 0.262 0.040 0.33
H -0.2816 -9.7719 0.3340 0.004 -0.109 0.067 0.27
H 0.9243 -10.9503 0.8765 -0.004 0.064 0.017 0.37
H 1.3928 -9.2783 0.5036 0.027 -0.090 0.106 0.29
H -2.3306 -8.3365 0.6786 0.000 -0.007 0.049 0.26
H -3.2314 -8.2399 2.2106 0.105 0.188 -0.191 0.33
H -2.1319 -9.5685 1.9496 0.103 0.022 -0.195 0.35
O -0.9623 6.3379 -1.3983 0.404 0.546 -0.764 -0.52
C -0.2901 7.1273 -2.0236 -0.078 -0.080 0.506 0.91
O 0.1603 6.8007 -3.2459 -0.367 -0.361 -0.197 -0.43
C 0.8029 7.7203 -4.1430 0.292 0.139 -0.025 -0.42
C 2.2851 7.8233 -3.8473 0.093 -0.020 0.198 -1.00
C 0.1256 8.4364 -1.4138 -0.353 0.562 -0.161 -1.18
H 0.3027 8.6912 -4.1324 0.028 -0.060 0.122 0.39
H 0.6643 7.3128 -5.1464 -0.157 -0.136 0.209 0.32
H 2.4695 8.2117 -2.8438 -0.026 0.089 -0.086 0.27
H 2.7759 8.4804 -4.5676 -0.036 -0.043 0.026 0.38
H 2.7522 6.8368 -3.8952 -0.070 0.061 -0.109 0.30
H 1.0056 8.2765 -0.7899 -0.037 0.013 -0.029 0.27
H -0.6944 8.8038 -0.7954 0.144 -0.220 0.104 0.35
H 0.3314 9.2167 -2.1443 0.204 -0.085 0.028 0.35


Entry 2:
20
Properties=species:S:1:pos:R:3:forces:R:3:nbo_charge:R:1 method="wB97M-V/def2-TZVPD" multiplicity=1 total_charge=0 homo_energy_ev=-9.85 orbital_gap_ev=10.72 e_lumo_ev=0.9
C -1.8416 0.6279 0.7008 -1.112 0.491 -0.189 -0.73
C -0.8925 1.7138 0.2828 -0.011 2.227 0.639 0.68
O -0.9124 2.2181 -0.8294 0.300 -1.106 0.091 -0.60
N -0.0764 2.3101 1.2490 -0.733 -1.404 -0.242 -0.85
H -2.6604 0.7093 -0.0180 0.301 -0.609 -0.313 0.25
H -2.3849 0.8244 1.6260 0.621 0.150 0.439 0.23
H 0.5805 2.9453 0.8628 0.269 0.730 -0.034 0.40
H -0.3412 2.3908 2.2189 0.150 -0.282 -0.210 0.39
H -1.3983 -0.3583 0.7448 -0.055 -0.053 -0.112 0.24
C 1.3275 -1.4655 -0.9518 1.633 2.883 0.129 -0.41
C -0.1143 -1.5665 -1.4567 0.879 -0.264 0.568 -0.61
C 1.5315 -0.7872 0.4575 -0.752 -0.547 -0.409 -0.61
H 2.0395 -2.2859 -0.9594 -0.796 -0.812 -0.341 0.20
H 1.8071 -0.7523 -1.6434 -0.027 -0.249 -0.088 0.19
H -0.0813 -2.0310 -2.4403 -0.462 -0.464 0.171 0.22
H 1.8765 -1.5647 1.1373 -0.317 0.182 0.426 0.20
H -0.5355 -0.5739 -1.6175 0.144 0.109 0.176 0.22
H -0.7143 -2.0663 -0.6951 -0.321 -0.393 -0.489 0.19
H 2.2060 0.0635 0.5726 0.350 -0.233 -0.694 0.21
H 0.5847 -0.3518 0.7589 -0.061 -0.357 0.482 0.19


Entry 3:
80
Properties=species:S:1:pos:R:3:forces:R:3:mulliken_charge:R:1 method="wB97M-V/def2-TZVPD" multiplicity=1 total_charge=-2 homo_energy_ev="-3.14 / -2.92" orbital_gap_ev="5.93 / 4.82" e_lumo_ev="2.8 / 1.9"
Rb -0.2103 -1.3660 -0.5701 -0.139 -0.075 -0.048 0.49
C -5.9216 -0.5897 2.2422 -0.004 -0.002 -0.016 -0.54
C -5.0774 -0.1160 1.2484 -0.015 -0.004 -0.010 -0.37
C -3.7255 -0.4214 1.2841 -0.003 -0.009 0.000 0.77
C -3.2271 -1.1842 2.3295 -0.004 0.004 -0.017 -0.61
C -4.0656 -1.6646 3.3308 -0.009 -0.005 0.002 -0.42
C -5.4150 -1.3647 3.2807 0.004 -0.013 0.001 -0.61
N -1.8311 -1.4670 2.2738 0.009 0.026 0.015 0.84
N -1.3333 -1.8133 3.3504 -0.002 -0.004 -0.006 -0.69
C 0.0596 -2.1229 3.2482 0.004 -0.016 -0.004 0.31
C 0.8429 -1.8374 4.3567 0.009 -0.004 0.002 -0.30
C 2.2026 -2.0868 4.2717 -0.008 0.005 0.005 -0.50
C 2.7064 -2.6452 3.1093 -0.012 -0.013 0.018 -0.51
C 1.8238 -2.9404 2.0784 0.036 -0.004 0.007 -0.36
N 0.5209 -2.6782 2.1364 0.045 0.036 0.006 -0.23
H -6.9832 -0.3813 2.1932 -0.002 0.002 0.000 0.39
H -5.4752 0.4611 0.4233 0.001 0.003 0.001 0.42
H -3.0475 -0.0795 0.5114 0.007 0.000 -0.001 0.09
H -3.6531 -2.2832 4.1156 -0.003 0.001 0.000 0.44
H -6.0836 -1.7572 4.0368 0.000 0.003 0.002 0.35
H 0.3851 -1.4041 5.2351 -0.005 0.000 -0.003 0.43
H 2.8590 -1.8386 5.0961 0.001 -0.001 -0.002 0.36
H 3.7625 -2.8404 2.9884 -0.002 -0.005 -0.002 0.41
H 2.1761 -3.3910 1.1576 0.005 0.006 0.001 0.53
O -8.0441 -3.6973 0.8346 0.023 0.030 0.013 -0.65
C -7.0067 -3.4275 0.2752 -0.045 -0.089 -0.063 0.64
S -5.4617 -4.1841 0.6366 0.014 0.023 0.046 -0.17
C -4.4466 -3.2823 -0.4950 0.011 0.019 -0.017 0.05
C -5.1293 -2.3354 -1.2889 -0.004 -0.005 0.018 -0.01
S -4.4938 -1.2697 -2.4095 -0.068 -0.018 0.010 -0.35
S -6.8736 -2.2544 -1.0339 0.003 0.050 0.030 -0.18
S -2.8183 -3.6379 -0.4882 -0.029 0.007 -0.035 -0.17
B 0.8235 1.8418 -1.4172 0.051 0.014 0.013 0.22
N 1.2454 1.8855 0.0797 0.027 0.002 0.006 0.00
C 1.7198 2.9467 0.7548 0.005 0.000 0.012 -0.35
C 1.9327 2.5746 2.0678 0.021 -0.014 -0.003 -1.32
C 1.5473 1.2270 2.0944 -0.026 -0.004 0.022 -0.44
N 1.1331 0.8202 0.8994 0.053 -0.025 -0.057 0.63
N -0.6998 2.1346 -1.5549 -0.010 0.014 0.025 0.24
C -1.2582 3.2485 -2.0543 0.005 -0.005 -0.017 -0.27
C -2.6326 3.1189 -1.9838 -0.009 -0.002 -0.009 -1.34
C -2.8165 1.8544 -1.4073 0.004 -0.003 -0.004 -0.17
N -1.6502 1.2670 -1.1550 -0.015 0.063 0.035 0.16
H 1.4125 2.7262 -1.9986 -0.001 -0.003 -0.005 -0.11
H 1.0788 0.7498 -1.8730 -0.005 -0.013 0.013 -0.27
H 1.8862 3.8844 0.2489 -0.004 -0.002 -0.004 0.49
H 2.3330 3.1710 2.8702 0.004 0.002 -0.002 0.48
H 1.5653 0.5336 2.9219 0.000 -0.003 -0.001 0.18
H -0.6363 4.0436 -2.4314 0.003 -0.002 0.001 0.49
H -3.3820 3.8241 -2.3014 0.000 0.001 -0.002 0.39
H -3.7400 1.3342 -1.2005 0.004 0.004 0.012 0.16
I 0.4074 2.3611 -5.7997 0.002 -0.001 -0.003 0.06
C -0.2669 0.6813 -4.8199 0.015 -0.003 0.004 -0.60
C -1.4866 0.5219 -4.2079 0.004 -0.007 0.017 -0.42
N -1.4602 -0.6981 -3.6494 0.044 -0.043 -0.012 0.73
N -0.2983 -1.3422 -3.8464 -0.027 -0.004 -0.023 -0.89
C 0.4388 -0.5076 -4.5640 0.008 0.010 0.014 -0.24
H -2.3240 1.1890 -4.0923 -0.002 -0.002 -0.003 0.64
H -2.2069 -1.1341 -3.1153 -0.028 -0.015 -0.001 0.05
H 1.4389 -0.7722 -4.8654 0.011 -0.001 -0.002 0.54
F 4.0501 1.2953 -3.3259 0.000 -0.003 0.007 -0.46
C 4.2335 1.0882 -2.0199 0.011 -0.002 -0.008 -0.03
C 4.6722 2.1294 -1.2616 0.001 0.004 0.008 0.51
F 4.8953 3.2976 -1.8751 -0.005 0.003 0.004 -0.41
C 4.8847 2.0426 0.1412 0.001 -0.006 -0.015 0.57
C 4.5631 0.7703 0.6819 0.000 -0.008 -0.015 0.45
C 4.1106 -0.2625 -0.0767 0.004 0.003 0.006 0.29
F 3.9058 -1.4388 0.5349 -0.009 -0.007 -0.003 -0.46
C 3.9319 -0.1875 -1.4787 -0.007 -0.006 0.005 0.91
C 3.5197 -1.2854 -2.2681 0.019 0.008 0.002 0.91
C 2.8559 -2.4162 -1.7271 0.034 0.076 0.021 -0.20
N 2.2665 -3.3235 -1.3205 0.048 0.028 0.026 -0.68
C 3.7460 -1.3475 -3.6679 -0.045 -0.006 -0.022 -0.26
N 3.9409 -1.4683 -4.7991 0.017 -0.001 0.004 -0.74
F 4.7721 0.5400 1.9840 -0.014 0.010 0.002 -0.46
C 5.3813 3.1062 0.9171 -0.018 0.011 0.005 0.64
C 5.5334 3.0443 2.3305 0.036 -0.023 -0.007 -0.04
N 5.7008 3.0709 3.4718 -0.023 0.013 0.004 -0.71
C 5.7799 4.3608 0.3775 -0.010 0.002 -0.003 0.00
N 6.1364 5.3996 0.0235 0.006 -0.003 -0.001 -0.69


Number 1: total energy -2322.8460 Ha. Number 2: total energy -328.2881 Ha. Number 3: total energy -4471.8110 Ha.